[1]
Entry from OMol25: C19H21NO6S2 in the gas phase (ωB97M-V with the def2-TZVPD basis set).

Values from the calculation:
- Kohn-Sham gap: 8.42 eV
- Relative energy (zero: lowest compared OMol25 entry of this formula, charge and spin): 115.7 kJ/mol

```
49
Properties=species:S:1:pos:R:3:forces:R:3:mulliken_charge:R:1
C -1.042419 -5.074509 -0.764408 0.2 -0.1 -0.2 -0.61
O -1.988393 -4.626417 0.183400 -0.2 0.1 0.2 -0.44
C -2.447829 -3.361032 0.090602 -0.2 0.3 0.0 0.77
C -2.145150 -2.481002 -0.949077 0.0 -0.3 0.1 -0.38
C -2.643084 -1.190720 -0.920453 -0.1 0.0 -0.1 -0.53
C -3.447448 -0.787973 0.124538 -0.2 0.8 -0.1 -0.12
S -3.913280 0.919910 0.237100 -0.1 -0.4 -0.3 1.45
O -3.726210 1.551438 -1.033048 0.2 -0.2 0.2 -0.62
O -5.146550 1.085020 0.928763 0.3 -0.1 0.3 -0.72
O -2.748001 1.434504 1.272478 -0.9 0.0 0.0 -0.63
C -1.521979 1.599618 0.683920 0.8 0.3 -0.6 0.69
C -0.579760 0.593881 0.742498 0.0 0.2 0.1 -0.47
C 0.658289 0.744835 0.118508 -0.2 0.5 0.0 -0.10
C 1.621105 -0.367926 0.145651 0.3 -0.5 0.0 0.24
S 1.109644 -1.845113 -0.391073 -0.2 -0.4 -0.2 -0.47
N 2.870012 -0.156436 0.577295 -0.3 0.2 -0.1 0.06
C 3.907396 -1.160788 0.491520 0.5 -0.2 -0.3 -0.67
C 5.092715 -0.575369 -0.283077 -0.2 -0.3 0.1 -0.58
O 5.566423 0.606610 0.322168 0.2 0.1 0.0 -0.37
C 4.555584 1.581250 0.395456 -0.3 0.1 0.2 -0.48
C 3.348589 1.062788 1.190083 0.4 0.5 0.0 -0.61
C 0.900676 1.901876 -0.613872 -0.1 -0.3 0.2 -0.72
C -0.046154 2.908481 -0.688783 -0.2 0.2 0.0 -0.56
C -1.263480 2.789885 -0.024900 0.0 -0.2 0.2 0.69
O -2.229466 3.724060 0.019603 0.1 -0.3 0.2 -0.41
C -2.137768 4.837296 -0.838258 0.0 0.2 -0.1 -0.98
C -3.777735 -1.652095 1.152607 0.0 -0.2 0.1 -0.43
C -3.285557 -2.939019 1.132236 0.1 0.0 -0.1 -0.75
H -1.478910 -5.135389 -1.765677 0.0 0.0 0.0 0.32
H -0.164439 -4.423172 -0.784531 0.0 0.0 0.0 0.16
H -0.750726 -6.070909 -0.437036 0.0 0.1 -0.1 0.25
H -1.505900 -2.780619 -1.762111 0.1 0.0 0.0 0.42
H -2.412394 -0.485295 -1.702524 0.1 0.0 -0.1 0.46
H -0.805907 -0.314164 1.280330 -0.1 -0.1 0.0 0.62
H 3.509545 -2.040713 -0.015557 0.1 0.1 0.1 0.35
H 4.228571 -1.434606 1.502293 0.0 0.0 0.0 0.29
H 5.930028 -1.273816 -0.287460 -0.1 0.0 0.0 0.35
H 4.783623 -0.370518 -1.319379 0.0 0.0 0.1 0.33
H 4.997194 2.446969 0.890964 -0.1 0.0 0.0 0.34
H 4.233616 1.867502 -0.617961 0.0 0.0 0.1 0.29
H 2.557727 1.810115 1.230526 0.1 -0.1 0.0 0.44
H 3.677372 0.828320 2.210299 -0.1 0.1 -0.1 0.30
H 1.826999 2.011050 -1.158805 0.1 0.0 0.0 0.53
H 0.172032 3.786443 -1.275496 0.0 0.1 0.0 0.43
H -1.288709 5.477904 -0.575523 0.0 0.0 0.0 0.34
H -2.058272 4.525257 -1.883134 0.0 0.0 0.0 0.38
H -3.064692 5.389651 -0.697356 0.1 0.0 0.0 0.27
H -4.410876 -1.296001 1.949041 -0.1 -0.1 0.2 0.44
H -3.516064 -3.641045 1.917603 0.0 -0.1 0.1 0.45
```
Positions in Å, forces in eV/Å.

[2]
Entry from OMol25: C20H29BCl9Cs2F2KO12S2 as an isolated structure (ωB97M-V with the def2-TZVPD basis set).

Values from the calculation:
- Kohn-Sham gap: 1.18 eV

```
78
Properties=species:S:1:pos:R:3:forces:R:3:mulliken_charge:R:1
C -1.731810 -5.968516 -4.409121 1.0 -0.8 0.5 -0.41
O -2.181439 -5.704014 -5.773695 -2.4 1.1 1.4 -0.34
B -3.366952 -4.874735 -5.707042 0.5 -0.5 -0.9 0.43
O -4.505787 -5.102274 -6.567303 1.6 -0.4 2.1 -0.59
C -3.371339 -3.710571 -4.584125 -0.6 1.5 1.4 0.04
C -4.337748 -3.620143 -3.523651 1.9 1.5 -0.5 0.41
C -5.528457 -4.702994 -3.381354 -0.3 0.7 0.6 0.03
C -6.886506 -4.123868 -2.676053 0.1 -1.8 -2.6 -1.03
F -7.999215 -4.778117 -3.317842 1.4 0.6 1.1 -0.42
C -4.068544 -2.379333 -2.497108 0.8 0.5 -0.1 0.06
O -5.009372 -1.652578 -1.940232 8.0 0.9 -6.4 -1.11
C -2.571166 -1.999646 -2.200986 1.2 -1.5 -2.8 1.24
S -2.005319 -1.413298 -0.562915 -0.7 0.1 -0.4 -0.31
C -1.617120 -2.105574 -3.292324 -4.1 -3.5 2.4 -0.97
C -2.192678 -2.663959 -4.708940 0.5 -0.1 -0.8 0.71
O -1.724339 -2.342976 -5.884786 -1.7 -1.5 4.3 -0.83
H -1.077900 -5.135812 -3.999676 -1.0 -0.8 -0.5 0.22
H -2.603063 -6.188808 -3.707909 1.1 0.4 -0.8 0.19
H -1.081388 -6.906532 -4.404825 -0.9 1.2 -0.3 0.20
H -4.855691 -5.989330 -6.337159 0.3 0.5 -0.8 0.25
H -5.894844 -5.129160 -4.372260 0.7 1.0 1.1 0.26
H -5.180506 -5.615583 -2.786130 -0.3 1.3 -0.6 0.27
H -7.013079 -2.995974 -2.927307 0.0 -2.4 -0.1 0.56
H -6.878754 -4.353892 -1.534545 -0.9 -1.2 -3.3 0.33
H -0.929327 -2.177171 -0.136178 -0.9 -0.2 -1.1 0.18
H -0.486649 -1.856432 -3.209843 -4.9 -4.6 4.3 -0.17
Cs -6.451039 -2.467435 -0.780252 -5.4 0.6 9.6 0.86
C -3.045288 -9.941854 -5.148166 -0.1 -0.2 0.0 0.30
Cl -2.184606 -10.790401 -6.446440 -0.2 0.2 0.2 -0.09
Cl -3.662283 -8.393562 -5.762512 0.2 -0.3 0.0 -0.08
Cl -4.402279 -10.939570 -4.586955 0.2 0.1 -0.1 -0.10
Cl -1.933159 -9.645448 -3.796698 -0.2 -0.1 -0.2 -0.10
C 2.357711 -0.863332 5.783033 -0.4 0.1 -0.1 -1.29
C 3.098822 -0.664480 4.475568 0.6 -0.3 1.1 -0.05
O 2.203588 -0.804250 3.350967 -1.0 1.2 -0.7 -0.30
C 1.449606 0.252054 3.073873 0.3 -2.8 0.6 1.03
O 1.457739 1.313445 3.673891 -1.1 -3.6 2.4 -0.94
O 0.657666 -0.056538 2.028746 0.5 0.7 0.4 -0.21
C -0.267938 0.973663 1.668648 -0.7 -0.1 -0.2 -0.41
H 1.817288 -1.812744 5.777210 0.1 0.0 0.0 0.31
H 3.052378 -0.854568 6.623607 0.1 0.0 -0.2 0.38
H 1.616502 -0.075870 5.940448 0.1 0.0 0.1 0.31
H 3.861145 -1.436613 4.366682 -0.2 0.3 -0.3 0.34
H 3.612871 0.298777 4.445313 -0.1 -0.2 -0.1 0.31
H 0.240405 1.925753 1.511327 -1.0 -0.7 -0.5 0.18
H -1.034006 1.069450 2.440473 0.1 0.1 0.0 0.32
H -0.752001 0.688015 0.733835 0.2 -0.1 0.0 -0.01
F -2.130235 0.771353 -2.331546 0.5 -0.3 -0.4 -0.88
C 6.065471 -0.533760 2.406525 -1.8 -0.4 0.0 -0.53
C 6.639502 -0.214042 3.787527 1.6 0.4 0.5 0.71
O 5.929593 -0.596873 4.747355 -0.3 0.0 0.0 -0.65
O 7.728822 0.387648 3.782591 -0.7 -0.1 0.1 -0.63
H 5.105832 -1.060955 2.487673 0.0 -0.1 -0.2 0.19
H 5.905072 0.391559 1.851750 0.1 0.0 0.1 0.04
H 6.783292 -1.195542 1.822227 -0.3 0.3 0.8 0.26
K 1.815219 2.826348 2.401049 2.3 5.3 -2.7 1.01
Cs -0.078202 -0.731323 -4.449025 4.5 7.9 -6.3 0.99
O 1.179688 7.083736 3.655117 -0.4 0.2 0.2 -0.59
S 1.189261 8.355111 4.332299 0.5 0.8 0.0 1.18
O 0.139877 8.738753 5.234437 0.2 -0.5 -0.5 -0.60
O 1.395217 9.526510 3.242461 0.3 -0.6 0.6 -0.27
C 0.499045 9.587288 2.129225 -0.8 0.2 -0.6 -0.29
C -0.842749 10.178016 2.519579 -0.2 -0.1 0.3 -0.99
C 2.741317 8.550021 5.159589 0.1 0.1 -0.1 -0.94
H 0.379259 8.598954 1.676472 0.1 0.0 0.2 0.29
H 0.969857 10.228742 1.382005 0.3 -0.1 0.2 0.27
H -1.382090 9.514477 3.198151 0.0 0.0 -0.1 0.30
H -1.464862 10.337115 1.636902 0.1 0.0 0.0 0.38
H -0.709083 11.130106 3.037730 0.0 0.0 -0.1 0.27
H 3.544399 8.307106 4.465764 -0.1 0.0 0.0 0.32
H 2.755677 7.864880 6.006560 -0.1 0.0 -0.1 0.37
H 2.826285 9.577312 5.509982 -0.1 -0.1 0.0 0.32
Cl 8.121913 -0.443616 0.872618 1.3 0.2 -1.4 -0.43
C 5.665819 3.712589 -1.106138 0.7 -0.2 0.2 0.31
Cl 6.021354 5.414816 -1.459903 -0.2 -0.3 0.1 -0.10
Cl 6.714581 3.125198 0.189037 -0.1 0.0 -0.3 -0.03
Cl 3.987072 3.545853 -0.549003 -0.4 0.1 -0.2 -0.12
Cl 5.909693 2.739384 -2.568278 -0.1 0.2 0.3 -0.09
```
Positions in Å, forces in eV/Å.